48
Properties=species:S:1:pos:R:3:forces:R:3 method="wB97M-V/def2-TZVPD" charge=+1 homo_energy_ev=-10.968 homo_lumo_gap_ev=2.86 relative_energy_kcal_mol=177.07 e_tot_ev=-46854.0072
O -3.04414 5.17319 0.24256 4.58 -9.10 1.27
C -2.38728 3.98941 0.38826 -4.93 7.17 -1.50
F -3.21577 2.76262 0.43766 3.33 3.20 -0.03
N -0.88334 4.07174 0.52799 -1.90 -4.47 -0.88
P -0.32099 3.78230 2.19483 1.26 1.35 1.54
C -1.40711 4.92988 3.30621 -0.73 0.34 0.99
C -0.50521 6.03270 4.15699 -0.15 0.16 0.20
C 0.53415 6.89867 3.22994 0.74 -0.11 1.47
I -0.63255 8.11102 1.76367 0.83 -0.86 0.75
C -0.14763 3.23907 -0.49835 1.12 3.67 -7.96
O 0.06637 3.82538 -1.70803 -1.39 -4.93 8.97
F 0.34180 1.85134 -0.32683 -1.63 3.95 0.36
H -0.58086 2.44175 2.65349 -0.95 0.48 -0.59
H -1.96917 4.22563 4.07639 1.08 1.57 -1.62
H -2.20167 5.54963 2.70750 1.52 -1.41 0.91
H 0.08329 5.52537 5.04880 -1.05 0.86 -1.99
H -1.29708 6.75505 4.67921 1.79 -1.47 -1.28
H 1.11901 7.69483 3.88922 -1.46 -1.74 -1.38
H 1.36657 6.24456 2.70918 -2.05 1.28 0.81
C 0.44777 -4.76760 -2.86130 0.24 0.33 -0.38
C 0.09036 -4.45826 -1.38335 0.07 -3.57 -2.21
C -1.23085 -3.64644 -1.31270 -0.31 1.37 0.64
C -1.06901 -2.18570 -1.71482 0.35 -0.18 -0.15
C 0.04688 -1.52085 -0.91526 -1.42 -0.50 0.22
C 1.39268 -2.28807 -0.99553 3.47 2.07 -1.20
N 1.24148 -3.75889 -0.71945 -5.75 1.80 9.13
O 1.07854 -3.91156 0.67022 2.14 0.07 -7.48
C 2.02983 -2.06227 -2.39506 -0.15 -0.30 -0.51
C 2.41588 -1.60085 -0.02961 -0.47 -0.49 0.71
C -0.18838 -5.88054 -0.78896 0.22 0.41 0.80
H 0.49498 -3.88955 -3.50081 0.07 0.00 0.11
H 1.40665 -5.29424 -2.92985 -0.18 0.10 0.04
H -0.31020 -5.41388 -3.32097 0.11 0.11 0.45
H -1.63285 -3.67779 -0.28947 0.34 -0.19 -0.04
H -1.99426 -4.10941 -1.95120 0.56 -0.31 0.04
H -0.87546 -2.10735 -2.78876 -0.02 0.03 0.07
H -2.01101 -1.65337 -1.53761 0.12 -0.07 0.02
H 0.17608 -0.49136 -1.27307 0.55 -0.34 0.03
H -0.27744 -1.43924 0.13077 0.30 -0.19 0.00
H 2.85234 -2.76308 -2.57467 -0.14 0.11 0.03
H 2.44382 -1.05149 -2.48481 -0.14 -0.24 0.38
H 1.31724 -2.14234 -3.21618 0.07 -0.13 0.12
H 2.06042 -1.56335 1.00777 0.05 -0.20 -0.26
H 2.59492 -0.55849 -0.32192 -0.26 -0.40 -0.25
H 3.38106 -2.11787 -0.04518 -0.17 0.00 -0.05
H 0.71998 -6.49527 -0.79271 -0.13 0.19 -0.02
H -0.94534 -6.41125 -1.37991 0.26 0.45 -0.09
H -0.57449 -5.84379 0.23572 0.21 0.11 -0.17

45
Properties=species:S:1:pos:R:3:forces:R:3 method="wB97M-V/def2-TZVPD" charge=0 homo_energy_ev=-8.675 homo_lumo_gap_ev=9.28 smiles="CCCCNC(=O)N1CCN(C(=O)[C@@H]2CCCO2)CC1" relative_energy_kcal_mol=19.05 e_tot_ev=-25537.5333
C -3.78711 -1.67571 -1.93061 0.13 -0.06 0.16
C -3.54376 -2.23183 -0.53261 -0.22 0.00 -0.01
C -4.57875 -1.76205 0.49075 0.26 0.15 -0.07
C -4.59046 -0.24304 0.68941 -0.24 -0.23 -0.09
N -3.29197 0.26637 1.05997 -0.03 -0.24 0.30
C -2.57573 1.06546 0.22560 0.18 0.15 0.39
O -3.03989 1.49207 -0.81616 -0.15 0.11 -0.43
N -1.31712 1.43759 0.66288 0.04 0.22 0.00
C -0.46185 0.62905 1.50262 0.07 -0.40 -0.07
C 0.43677 -0.27312 0.63696 -0.09 -0.02 0.54
N 1.20980 0.54879 -0.26178 -0.36 0.02 -0.19
C 2.54384 0.73785 -0.24872 0.20 -0.28 0.19
O 3.08781 1.55321 -0.97213 0.23 0.20 -0.12
C 3.36295 -0.12728 0.73392 0.24 0.33 0.09
C 4.85460 -0.01982 0.41949 -0.16 0.01 0.00
C 5.02018 -1.12874 -0.61570 -0.19 -0.06 0.08
C 4.05034 -2.19080 -0.09972 0.34 -0.34 -0.16
O 3.03471 -1.50801 0.62659 -0.15 0.12 0.05
C 0.37609 1.37786 -1.11382 -0.03 0.42 -0.11
C -0.53482 2.25349 -0.24988 -0.05 0.04 -0.41
H -3.08848 -2.11925 -2.63686 0.02 0.00 -0.13
H -3.65023 -0.59785 -1.94939 -0.02 0.11 -0.08
H -4.79811 -1.90454 -2.26055 -0.13 -0.02 -0.10
H -2.54650 -1.93746 -0.19562 0.04 -0.08 0.03
H -3.56758 -3.32399 -0.56763 0.08 0.01 0.05
H -5.57507 -2.07028 0.16958 -0.08 -0.06 0.05
H -4.37260 -2.24614 1.44984 -0.09 -0.04 0.04
H -4.86872 0.26354 -0.23544 -0.05 -0.01 0.15
H -5.31961 0.01816 1.46463 0.03 0.03 -0.13
H -2.92185 -0.02778 1.94609 0.07 0.13 -0.08
H -1.03556 0.01380 2.19447 0.05 0.05 0.02
H 0.16720 1.30715 2.09090 -0.04 -0.11 0.03
H 1.08608 -0.88660 1.25576 -0.11 0.01 -0.05
H -0.19876 -0.93624 0.03634 0.04 -0.04 0.10
H 3.12809 0.20075 1.75550 0.03 -0.05 -0.12
H 5.10161 0.96293 0.02668 0.03 -0.03 0.07
H 5.44567 -0.22536 1.31212 -0.03 -0.01 0.04
H 6.03915 -1.50107 -0.68654 0.03 -0.02 -0.05
H 4.70156 -0.76498 -1.59256 0.04 0.00 -0.03
H 3.57909 -2.76529 -0.90217 0.06 0.02 0.07
H 4.54981 -2.88730 0.58618 -0.05 0.04 -0.11
H 1.02987 1.99193 -1.73346 -0.11 -0.10 0.03
H -0.23865 0.73359 -1.75085 0.00 0.03 0.01
H -1.22728 2.80884 -0.88216 0.15 0.00 0.09
H 0.06688 2.94996 0.34153 0.01 -0.02 -0.04

51
Properties=species:S:1:pos:R:3:forces:R:3 method="wB97M-V/def2-TZVPD" charge=-1 homo_energy_ev=-4.126 homo_lumo_gap_ev=5.07 e_tot_ev=-44001.0289
C 0.95982 -1.36766 1.96733 0.18 -0.17 -0.38
C 1.41496 0.11754 1.61290 -0.17 2.28 0.50
C 2.59681 0.29505 0.51139 -1.18 0.30 0.48
N 0.94068 1.24030 2.13849 -1.26 -3.40 -2.57
Nb -0.97331 1.80069 1.35624 3.72 -1.84 3.07
C -0.87345 0.28116 -0.35944 -1.63 -0.18 -2.54
C -1.88481 0.76516 -1.53002 0.90 1.93 -0.20
O -1.92526 1.93565 -1.96232 -0.26 -4.41 0.92
O -2.74679 -0.24172 -2.09469 1.22 0.72 1.17
N -1.88666 0.42037 2.72356 -4.05 -0.05 -2.92
C -3.18962 0.24399 2.51694 2.07 0.68 1.61
C -3.92090 0.02445 1.11759 -1.15 -0.89 0.59
C -4.12459 0.19601 3.83610 -0.31 -1.35 -0.93
P -0.99045 3.74633 3.08915 1.85 1.17 0.29
N 0.47212 3.82863 3.72788 -1.62 -0.13 0.58
O -1.25569 5.26775 2.28085 -0.12 -1.06 0.60
O -2.11156 3.48136 4.37210 -0.20 1.77 -2.01
H 1.70113 -1.84404 2.70977 -1.03 0.69 -1.21
H -0.09371 -1.45436 2.38881 1.43 0.59 -0.34
H 0.95816 -1.97436 0.98574 0.26 0.88 1.53
H 2.82471 -0.67022 -0.04922 -0.25 1.78 1.28
H 2.21111 1.11954 -0.19289 0.64 -1.28 0.96
H 3.48206 0.74196 1.06768 -0.93 -0.82 -0.81
H -2.55542 2.45954 0.77754 -0.01 0.13 0.34
H -0.15080 2.99398 0.22211 -0.48 -0.14 -0.21
H 0.15054 0.22738 -0.87551 -1.41 0.00 0.85
H -1.23983 -0.74318 0.01143 0.87 1.26 -0.56
H -2.55516 -1.08438 -1.61862 -0.05 1.03 -0.49
H -4.96514 -0.41492 1.34431 1.50 0.59 -0.36
H -4.10595 0.97250 0.51950 0.61 -1.10 0.95
H -3.39589 -0.74369 0.45993 -0.50 1.17 1.01
H -3.50886 0.05747 4.78643 -0.71 0.68 -1.47
H -4.87975 1.04467 3.88371 1.12 -0.91 0.00
H -4.74392 -0.77599 3.72878 0.72 1.43 0.19
H 0.43327 3.68891 4.75304 0.16 0.08 -0.75
H -0.63255 5.28842 1.51319 -0.69 -0.34 0.86
H -2.92021 3.97803 4.10012 0.53 -0.62 0.44
C 2.86887 -2.85532 -5.83670 0.00 0.00 0.03
C 3.96822 -2.11603 -5.41118 -0.20 -0.12 0.14
C 4.14317 -1.84374 -4.05896 0.09 0.04 0.00
C 3.21169 -2.32156 -3.14024 -0.16 -0.11 -0.83
C 2.10523 -3.05556 -3.55994 -0.08 -0.06 0.05
C 1.93667 -3.32076 -4.91448 0.24 0.13 0.03
N 3.40492 -2.05868 -1.71279 0.13 -0.09 0.37
O 4.37602 -1.39617 -1.38370 -0.32 -0.49 -0.26
O 2.58352 -2.52282 -0.93210 0.50 0.01 -0.54
H 2.73834 -3.07068 -6.89279 0.00 0.04 0.11
H 4.69111 -1.75419 -6.13449 -0.06 -0.01 0.12
H 5.00360 -1.26668 -3.73984 -0.19 -0.09 0.16
H 1.37366 -3.42617 -2.85078 0.21 0.16 0.06
H 1.07992 -3.89393 -5.25190 0.07 0.08 0.09

Repeat the second record exactly.
45
Properties=species:S:1:pos:R:3:forces:R:3 method="wB97M-V/def2-TZVPD" charge=0 homo_energy_ev=-8.675 homo_lumo_gap_ev=9.28 smiles="CCCCNC(=O)N1CCN(C(=O)[C@@H]2CCCO2)CC1" relative_energy_kcal_mol=19.05 e_tot_ev=-25537.5333
C -3.78711 -1.67571 -1.93061 0.13 -0.06 0.16
C -3.54376 -2.23183 -0.53261 -0.22 0.00 -0.01
C -4.57875 -1.76205 0.49075 0.26 0.15 -0.07
C -4.59046 -0.24304 0.68941 -0.24 -0.23 -0.09
N -3.29197 0.26637 1.05997 -0.03 -0.24 0.30
C -2.57573 1.06546 0.22560 0.18 0.15 0.39
O -3.03989 1.49207 -0.81616 -0.15 0.11 -0.43
N -1.31712 1.43759 0.66288 0.04 0.22 0.00
C -0.46185 0.62905 1.50262 0.07 -0.40 -0.07
C 0.43677 -0.27312 0.63696 -0.09 -0.02 0.54
N 1.20980 0.54879 -0.26178 -0.36 0.02 -0.19
C 2.54384 0.73785 -0.24872 0.20 -0.28 0.19
O 3.08781 1.55321 -0.97213 0.23 0.20 -0.12
C 3.36295 -0.12728 0.73392 0.24 0.33 0.09
C 4.85460 -0.01982 0.41949 -0.16 0.01 0.00
C 5.02018 -1.12874 -0.61570 -0.19 -0.06 0.08
C 4.05034 -2.19080 -0.09972 0.34 -0.34 -0.16
O 3.03471 -1.50801 0.62659 -0.15 0.12 0.05
C 0.37609 1.37786 -1.11382 -0.03 0.42 -0.11
C -0.53482 2.25349 -0.24988 -0.05 0.04 -0.41
H -3.08848 -2.11925 -2.63686 0.02 0.00 -0.13
H -3.65023 -0.59785 -1.94939 -0.02 0.11 -0.08
H -4.79811 -1.90454 -2.26055 -0.13 -0.02 -0.10
H -2.54650 -1.93746 -0.19562 0.04 -0.08 0.03
H -3.56758 -3.32399 -0.56763 0.08 0.01 0.05
H -5.57507 -2.07028 0.16958 -0.08 -0.06 0.05
H -4.37260 -2.24614 1.44984 -0.09 -0.04 0.04
H -4.86872 0.26354 -0.23544 -0.05 -0.01 0.15
H -5.31961 0.01816 1.46463 0.03 0.03 -0.13
H -2.92185 -0.02778 1.94609 0.07 0.13 -0.08
H -1.03556 0.01380 2.19447 0.05 0.05 0.02
H 0.16720 1.30715 2.09090 -0.04 -0.11 0.03
H 1.08608 -0.88660 1.25576 -0.11 0.01 -0.05
H -0.19876 -0.93624 0.03634 0.04 -0.04 0.10
H 3.12809 0.20075 1.75550 0.03 -0.05 -0.12
H 5.10161 0.96293 0.02668 0.03 -0.03 0.07
H 5.44567 -0.22536 1.31212 -0.03 -0.01 0.04
H 6.03915 -1.50107 -0.68654 0.03 -0.02 -0.05
H 4.70156 -0.76498 -1.59256 0.04 0.00 -0.03
H 3.57909 -2.76529 -0.90217 0.06 0.02 0.07
H 4.54981 -2.88730 0.58618 -0.05 0.04 -0.11
H 1.02987 1.99193 -1.73346 -0.11 -0.10 0.03
H -0.23865 0.73359 -1.75085 0.00 0.03 0.01
H -1.22728 2.80884 -0.88216 0.15 0.00 0.09
H 0.06688 2.94996 0.34153 0.01 -0.02 -0.04

Repeat the second record exactly.
45
Properties=species:S:1:pos:R:3:forces:R:3 method="wB97M-V/def2-TZVPD" charge=0 homo_energy_ev=-8.675 homo_lumo_gap_ev=9.28 smiles="CCCCNC(=O)N1CCN(C(=O)[C@@H]2CCCO2)CC1" relative_energy_kcal_mol=19.05 e_tot_ev=-25537.5333
C -3.78711 -1.67571 -1.93061 0.13 -0.06 0.16
C -3.54376 -2.23183 -0.53261 -0.22 0.00 -0.01
C -4.57875 -1.76205 0.49075 0.26 0.15 -0.07
C -4.59046 -0.24304 0.68941 -0.24 -0.23 -0.09
N -3.29197 0.26637 1.05997 -0.03 -0.24 0.30
C -2.57573 1.06546 0.22560 0.18 0.15 0.39
O -3.03989 1.49207 -0.81616 -0.15 0.11 -0.43
N -1.31712 1.43759 0.66288 0.04 0.22 0.00
C -0.46185 0.62905 1.50262 0.07 -0.40 -0.07
C 0.43677 -0.27312 0.63696 -0.09 -0.02 0.54
N 1.20980 0.54879 -0.26178 -0.36 0.02 -0.19
C 2.54384 0.73785 -0.24872 0.20 -0.28 0.19
O 3.08781 1.55321 -0.97213 0.23 0.20 -0.12
C 3.36295 -0.12728 0.73392 0.24 0.33 0.09
C 4.85460 -0.01982 0.41949 -0.16 0.01 0.00
C 5.02018 -1.12874 -0.61570 -0.19 -0.06 0.08
C 4.05034 -2.19080 -0.09972 0.34 -0.34 -0.16
O 3.03471 -1.50801 0.62659 -0.15 0.12 0.05
C 0.37609 1.37786 -1.11382 -0.03 0.42 -0.11
C -0.53482 2.25349 -0.24988 -0.05 0.04 -0.41
H -3.08848 -2.11925 -2.63686 0.02 0.00 -0.13
H -3.65023 -0.59785 -1.94939 -0.02 0.11 -0.08
H -4.79811 -1.90454 -2.26055 -0.13 -0.02 -0.10
H -2.54650 -1.93746 -0.19562 0.04 -0.08 0.03
H -3.56758 -3.32399 -0.56763 0.08 0.01 0.05
H -5.57507 -2.07028 0.16958 -0.08 -0.06 0.05
H -4.37260 -2.24614 1.44984 -0.09 -0.04 0.04
H -4.86872 0.26354 -0.23544 -0.05 -0.01 0.15
H -5.31961 0.01816 1.46463 0.03 0.03 -0.13
H -2.92185 -0.02778 1.94609 0.07 0.13 -0.08
H -1.03556 0.01380 2.19447 0.05 0.05 0.02
H 0.16720 1.30715 2.09090 -0.04 -0.11 0.03
H 1.08608 -0.88660 1.25576 -0.11 0.01 -0.05
H -0.19876 -0.93624 0.03634 0.04 -0.04 0.10
H 3.12809 0.20075 1.75550 0.03 -0.05 -0.12
H 5.10161 0.96293 0.02668 0.03 -0.03 0.07
H 5.44567 -0.22536 1.31212 -0.03 -0.01 0.04
H 6.03915 -1.50107 -0.68654 0.03 -0.02 -0.05
H 4.70156 -0.76498 -1.59256 0.04 0.00 -0.03
H 3.57909 -2.76529 -0.90217 0.06 0.02 0.07
H 4.54981 -2.88730 0.58618 -0.05 0.04 -0.11
H 1.02987 1.99193 -1.73346 -0.11 -0.10 0.03
H -0.23865 0.73359 -1.75085 0.00 0.03 0.01
H -1.22728 2.80884 -0.88216 0.15 0.00 0.09
H 0.06688 2.94996 0.34153 0.01 -0.02 -0.04